# 1
ORCA calculation (ωB97M-V/def2-TZVPD) on C6H7CsO as an isolated structure at a distorted geometry.

Output
Orbital gap (spin up / spin down), eV: 4.14 / 4.15
ΔE to the lowest compared entry with this formula, charge and spin, kJ/mol: 89.9
M, g mol⁻¹: 228.0
E, Eh: -327.9407

ORCA input file:
```
! RIJCOSX wB97M-V def2-TZVPD def2/J DEFGRID3
* xyz 0 1
C -1.50383 -0.39037 2.48674
C -0.82700 0.62542 2.78702
C -0.00092 1.33014 3.78681
C 1.39544 1.61174 3.31341
O 1.85595 1.17920 2.27356
Cs 1.64044 -0.84114 -0.20470
H -2.15330 -0.65339 1.65497
H 0.08216 0.84073 4.77367
H -0.44548 2.31454 4.02402
H 1.94045 2.40334 3.86334
C -1.95605 -3.74512 2.48065
H -2.57487 -3.63778 1.57719
H -2.38093 -4.44801 3.21309
C -1.01389 -2.82042 2.77062
H -0.55224 -2.97768 3.76331
*
```

Need the Löwdin charges? In units of e they are: number 1, C, carries -0.006; number 2, C, carries -0.175; number 3, C, carries -0.209; number 4, C, carries -0.259; number 5, O, carries -0.086; number 6, Cs, carries 0.875; number 7, H, carries 0.027; number 8, H, carries 0.133; number 9, H, carries 0.117; number 10, H, carries 0.123; number 11, C, carries -0.263; number 12, H, carries -0.010; number 13, H, carries 0.003; number 14, C, carries -0.224; number 15, H, carries -0.047

---

# 2
ORCA calculation (ωB97M-V/def2-TZVPD) on C8H8N2O in the gas phase at a distorted geometry.

Output
Orbital gap, eV: 9.03
ΔE to the lowest compared entry with this formula, charge and spin, kJ/mol: 433.9
M, g mol⁻¹: 148.2
E, Eh: -494.2685

ORCA input file:
```
! RIJCOSX wB97M-V def2-TZVPD def2/J DEFGRID3
* xyz 0 1
C -2.92970 0.57044 -0.32086
C -0.93317 1.64175 0.28325
C 0.54134 1.75768 0.34128
C -1.49306 0.56964 -0.32706
C 1.51912 1.25998 -0.38994
C 2.54661 0.65645 -0.83599
C -0.29089 -1.38789 -0.33825
C -0.32821 -1.61495 1.13829
N -4.04473 0.53832 -0.18795
N -0.82124 -0.41242 -0.93577
O 0.53035 -2.26974 -0.95622
H -1.51258 2.49360 0.53604
H 0.99365 2.06544 1.28751
H 3.17944 1.16076 -1.52958
H 3.21444 -0.08952 -0.41785
H -1.21928 -2.06192 1.46154
H -0.17332 -0.70828 1.59885
H 0.61554 -2.15627 1.45432
H 0.60567 -2.01307 -1.86163
*
```

Need the Löwdin charges? In units of e they are: number 1, C, carries -0.176; number 2, C, carries -0.024; number 3, C, carries -0.094; number 4, C, carries -0.339; number 5, C, carries -0.106; number 6, C, carries -0.007; number 7, C, carries -0.406; number 8, C, carries 0.034; number 9, N, carries 0.167; number 10, N, carries 0.159; number 11, O, carries 0.097; number 12, H, carries 0.103; number 13, H, carries 0.118; number 14, H, carries 0.049; number 15, H, carries 0.076; number 16, H, carries 0.080; number 17, H, carries 0.047; number 18, H, carries 0.121; number 19, H, carries 0.102

---

# 3
ORCA calculation (ωB97M-V/def2-TZVPD) on C29H21Cl3N2O2PS3Tc as an isolated structure.

Output
⟨S²⟩: 0.77
Orbital gap (spin up / spin down), eV: 6.19 / 7.11
ΔE to the lowest compared entry with this formula, charge and spin, kJ/mol: 3.2
M, g mol⁻¹: 761.0
E, Eh: -4375.1894

ORCA input file:
```
! RIJCOSX wB97M-V def2-TZVPD def2/J DEFGRID3
* xyz -1 2
Tc -0.86804 -0.92374 1.39359
Cl 2.87614 -1.63628 -0.21862
C 3.34548 -0.08668 0.39252
C 4.67960 0.09706 0.72443
C 5.12273 1.34595 1.12499
C 4.23215 2.40742 1.16727
C 2.90034 2.20920 0.83724
C 2.41674 0.95419 0.46480
P 0.63518 0.65834 0.08774
C 0.65733 0.44930 -1.72540
C 1.77536 0.71467 -2.51194
C 1.70860 0.58157 -3.89206
C 0.52157 0.19587 -4.49863
C -0.59393 -0.07443 -3.71972
C -0.52269 0.03478 -2.33901
C -0.00810 2.36810 0.26914
C -0.33253 3.17753 -0.81574
C -0.81932 4.46397 -0.61421
C -0.97297 4.95531 0.67314
C -0.64519 4.15524 1.76123
C -0.17393 2.86811 1.56179
H 5.35581 -0.74401 0.65638
H 6.16240 1.48784 1.39096
H 4.56779 3.39390 1.46036
H 2.22351 3.05054 0.87945
H 2.70373 1.03203 -2.05319
H 2.58811 0.78152 -4.49174
H 0.47166 0.09180 -5.57557
H -1.52118 -0.40188 -4.17300
H -1.38450 -0.22446 -1.73814
H -0.21121 2.80336 -1.82452
H -1.07468 5.08064 -1.46724
H -1.35145 5.95780 0.83136
H -0.77124 4.52741 2.76999
H 0.05566 2.24023 2.41403
S -1.17434 -2.05868 5.79396
C -1.07291 -1.69295 4.20207
S 0.21131 -0.75348 3.45546
S -2.16422 -2.18472 2.94195
Cl 1.72001 -3.73353 2.41034
C 1.03117 -4.36783 0.95648
C 1.38048 -5.63886 0.54150
C 0.80202 -6.19238 -0.58921
C -0.15607 -5.46509 -1.28557
C -0.49742 -4.19456 -0.87504
Cl -1.75657 -3.35204 -1.70679
C 0.10778 -3.56908 0.24679
N -0.15326 -2.29630 0.58609
H 2.10202 -6.19245 1.12751
H 1.07490 -7.18823 -0.91166
H -0.65548 -5.88474 -2.14852
O -3.82935 -1.04195 -1.42516
C -3.76675 -0.33686 -0.44299
C -4.92033 0.53245 0.07506
C -4.30113 1.37151 1.19121
C -2.93695 0.74544 1.32500
O -2.08820 0.93945 2.20410
N -2.66618 -0.15164 0.36236
H -5.69372 -0.14189 0.44470
H -5.34412 1.10630 -0.74694
H -4.82430 1.32774 2.14497
H -4.17728 2.42211 0.92067
*
```

Need the Löwdin charges? In units of e they are: number 1, Tc, carries 0.817; number 2, Cl, carries 0.757; number 3, C, carries -0.643; number 4, C, carries -0.109; number 5, C, carries -0.086; number 6, C, carries -0.082; number 7, C, carries -0.071; number 8, C, carries -0.354; number 9, P, carries 1.029; number 10, C, carries -0.377; number 11, C, carries -0.098; number 12, C, carries -0.087; number 13, C, carries -0.092; number 14, C, carries -0.074; number 15, C, carries -0.102; number 16, C, carries -0.363; number 17, C, carries -0.071; number 18, C, carries -0.090; number 19, C, carries -0.097; number 20, C, carries -0.075; number 21, C, carries -0.127; number 22, H, carries 0.102; number 23, H, carries 0.101; number 24, H, carries 0.101; number 25, H, carries 0.096; number 26, H, carries 0.101; number 27, H, carries 0.098; number 28, H, carries 0.097; number 29, H, carries 0.107; number 30, H, carries 0.061; number 31, H, carries 0.099; number 32, H, carries 0.097; number 33, H, carries 0.096; number 34, H, carries 0.105; number 35, H, carries 0.093; number 36, S, carries 0.441; number 37, C, carries -1.807; number 38, S, carries 0.389; number 39, S, carries 0.452; number 40, Cl, carries 0.671; number 41, C, carries -0.627; number 42, C, carries -0.134; number 43, C, carries -0.113; number 44, C, carries -0.137; number 45, C, carries -0.603; number 46, Cl, carries 0.727; number 47, C, carries -0.450; number 48, N, carries -0.248; number 49, H, carries 0.096; number 50, H, carries 0.092; number 51, H, carries 0.095; number 52, O, carries 0.013; number 53, C, carries -0.496; number 54, C, carries -0.079; number 55, C, carries -0.073; number 56, C, carries -0.550; number 57, O, carries -0.112; number 58, N, carries 0.018; number 59, H, carries 0.120; number 60, H, carries 0.113; number 61, H, carries 0.122; number 62, H, carries 0.120

---

# 4
ORCA calculation (ωB97M-V/def2-TZVPD) on C3H6N2O in the gas phase at a distorted geometry.

Output
Orbital gap, eV: 10.70
SMILES: [H]/N=C(\C)NC=O
ΔE to the lowest compared entry with this formula, charge and spin, kJ/mol: 122.1
M, g mol⁻¹: 86.1
E, Eh: -302.6466

ORCA input file:
```
! RIJCOSX wB97M-V def2-TZVPD def2/J DEFGRID3
* xyz 0 1
H -1.51096 1.60112 -1.30173
N -0.82885 0.92444 -1.64441
C -0.38896 0.22216 -0.67524
C -0.89721 0.31431 0.82415
N 0.63747 -0.70841 -0.87557
C 1.50023 -0.85378 0.30513
O 2.65286 -1.17861 0.23234
H -1.84620 0.83387 0.76069
H -0.30724 0.87532 1.57887
H -1.09328 -0.65643 1.31359
H 0.99461 -0.70171 -1.86224
H 1.08753 -0.67228 1.34442
*
```

Need the Löwdin charges? In units of e they are: number 1, H, carries 0.045; number 2, N, carries 0.114; number 3, C, carries -0.466; number 4, C, carries -0.053; number 5, N, carries 0.086; number 6, C, carries -0.286; number 7, O, carries 0.047; number 8, H, carries 0.060; number 9, H, carries 0.081; number 10, H, carries 0.081; number 11, H, carries 0.164; number 12, H, carries 0.129